1.
DFT (the ωB97M-V functional and the def2-TZVPD basis) results for a cluster of 3 separate species, C17H26IN2O8 in total in a non-equilibrium geometry.

Positions of all 54 atoms, in Å:
C1 -5.7962 3.9083 6.0038
C2 -5.0782 2.7754 5.5145
C3 -4.3009 1.7157 4.5018
C4 -2.6736 1.6664 4.7096
N1 -2.0698 0.2666 4.9450
C5 -0.5950 -0.0105 5.1378
C6 0.5290 1.1829 5.1247
O1 1.9958 0.9418 5.3151
N2 2.4700 0.2793 4.2137
O2 2.2772 1.0090 3.2269
C7 -0.0048 2.7498 4.8873
C8 1.0831 3.9914 4.8827
O3 1.0651 4.8599 3.8648
O4 2.1190 4.1548 5.9553
C9 -1.6454 2.9459 4.6608
I1 -2.4069 4.9916 4.2928
H1 -6.3320 4.9387 6.2808
H2 -4.5819 1.8796 3.3586
H3 -4.7361 0.6424 4.7866
H4 -2.7187 -0.5702 4.9642
H5 -0.2403 -1.1330 5.2930
H6 2.9656 4.5254 5.5556
C10 2.3046 0.6786 0.1639
O5 1.6104 -0.0550 -0.8401
C11 2.0810 0.2472 -2.1576
C12 3.0530 -0.8238 -2.6625
O6 4.2586 -0.8419 -1.8898
C13 4.2543 -1.8745 -0.9081
H7 2.1204 0.1970 1.1282
H8 3.3839 0.7019 -0.0107
H9 1.9182 1.7002 0.2011
H10 2.5378 1.2436 -2.1886
H11 1.2034 0.2614 -2.8128
H12 3.3394 -0.5809 -3.6908
H13 2.5823 -1.8140 -2.6722
H14 4.4871 -2.8330 -1.3839
H15 3.2966 -1.9482 -0.3880
H16 5.0306 -1.6493 -0.1722
C14 0.5665 -1.7217 -5.7978
O7 0.1673 -2.7147 -4.8582
C15 -0.9317 -2.2858 -4.0477
C16 -2.2581 -2.8577 -4.5580
O8 -2.5910 -2.3348 -5.8489
C17 -2.2549 -3.2371 -6.8991
H17 1.1816 -2.2030 -6.5633
H18 -0.2880 -1.2473 -6.2884
H19 1.1659 -0.9611 -5.2914
H20 -0.9682 -1.1913 -3.9891
H21 -0.7499 -2.6686 -3.0378
H22 -3.0578 -2.5511 -3.8761
H23 -2.2368 -3.9538 -4.5759
H24 -3.0167 -4.0209 -6.9662
H25 -1.2731 -3.6937 -6.7552
H26 -2.2415 -2.6781 -7.8384

Output
Calculated total energy in Eh: -1671.5179
E_HOMO in eV: -10.5911
Multiplicity: 1
Total charge: +1
LUMO in eV: -6.02

=====

2.
DFT (the ωB97M-V functional and the def2-TZVPD basis) results for a cluster of 2 separate species, CH5NO3S in total in a non-equilibrium geometry.

Positions of all 11 atoms, in Å:
C1 2.1449 -0.0644 0.6390
N1 -2.8249 -0.2335 -0.5404
O1 -1.9414 0.3314 -2.9966
O2 -0.5371 -0.4945 -1.1917
O3 2.5538 0.2874 1.7030
S1 -1.8616 -0.7697 -1.7414
H1 2.8996 -0.4566 -0.1344
H2 1.1331 0.1088 0.2761
H3 -2.6435 0.5700 0.0069
H4 -3.7859 -0.5060 -0.5440
H5 -1.4679 0.3331 -3.7701

Output
Calculated total energy in Eh: -719.6923
E_HOMO in eV: -9.5346
Energy above the lowest of the compared OMol25 structures with the same formula, charge and spin in kJ/mol: 241.8
Multiplicity: 1
LUMO in eV: 0.62

=====

3.
DFT (the ωB97M-V functional and the def2-TZVPD basis) results for a structure of composition C8H8O5P in a non-equilibrium geometry.

Positions of all 22 atoms, in Å:
C1 -3.7075 1.3829 -0.3682
C2 -2.4063 1.9039 0.0411
C3 -1.3145 0.9083 -0.1672
C4 -1.5793 -0.3485 0.3362
C5 -3.8659 -0.0017 -0.2999
C6 -2.8693 -0.8731 0.2153
C7 3.0337 0.3599 -0.2686
C8 1.8318 -0.5559 -0.0270
O1 -2.1081 2.6556 0.9054
O2 -0.0795 1.2690 0.1012
O3 -0.5470 -0.9309 0.9821
O4 -5.0670 -0.6387 -0.5621
O5 -3.2606 -2.0439 0.6706
P1 0.6773 0.2945 1.1437
H1 -4.5227 2.0200 -0.6239
H2 3.9007 -0.2169 -0.4973
H3 2.9195 1.0951 -1.1358
H4 3.1564 0.7868 0.6589
H5 2.0013 -1.5217 0.4446
H6 1.0807 -0.8644 -0.8892
H7 -5.5172 0.0545 -0.9805
H8 -2.4924 -2.6309 0.9994

Output
Calculated total energy in Eh: -1026.8456
E_HOMO in eV: -12.7811
Energy above the lowest of the compared OMol25 structures with the same formula, charge and spin in kJ/mol: 113.2
Multiplicity: 1
Total charge: +1
LUMO in eV: -6.64

=====

4.
DFT (the ωB97M-V functional and the def2-TZVPD basis) results for a cluster of 11 separate species, C63H109N5O23 in total in a non-equilibrium geometry.

Positions of all 200 atoms, in Å:
O1 -0.3116 -3.6314 4.5405
C1 -1.6425 -3.7955 4.2920
C2 -1.9818 -4.1239 2.9755
C3 -3.3107 -4.5178 2.7975
C4 -4.2782 -4.3844 3.8005
O2 -5.5911 -4.6961 3.5821
C5 -3.9229 -3.8773 5.0418
C6 -2.5774 -3.5752 5.2937
H1 -0.0393 -3.3760 5.4626
H2 -1.2027 -4.2392 2.2374
H3 -3.5766 -5.1362 1.9451
H4 -5.7305 -5.1456 2.7450
H5 -4.7465 -3.5726 5.6751
H6 -2.1975 -3.1552 6.2141
O3 -4.2106 0.3517 0.6731
C7 -3.3252 0.8916 1.5550
C8 -2.4609 1.9014 1.0931
C9 -1.5296 2.3850 1.9918
C10 -1.5049 2.0091 3.3301
O4 -0.5577 2.4855 4.1945
C11 -2.3967 1.0793 3.7803
C12 -3.3181 0.5302 2.8981
H7 -3.9267 0.4915 -0.2521
H8 -2.5174 2.1581 0.0430
H9 -0.8318 3.0811 1.5412
H10 -0.1422 3.3024 3.9014
H11 -2.3272 0.7937 4.8227
H12 -4.0444 -0.2013 3.2290
O5 1.0883 4.6558 2.7866
C13 0.3767 5.8254 2.9848
C14 -0.7997 6.0252 2.2796
C15 -1.4890 7.2191 2.3865
C16 -0.9152 8.2365 3.1252
O6 -1.7038 9.3444 3.3727
C17 0.3416 8.0703 3.6567
C18 1.0028 6.8390 3.7023
H13 2.0308 4.7513 2.5288
H14 -1.1888 5.2055 1.6900
H15 -2.5012 7.3121 2.0160
H16 -1.2111 10.0162 3.8543
H17 0.8268 8.8657 4.2176
H18 1.9536 6.5819 4.1437
O7 -0.6071 -0.8158 -5.7586
C19 0.4179 -0.1921 -6.3985
C20 0.6893 1.1067 -5.9728
C21 1.7648 1.8001 -6.5199
C22 2.5238 1.1808 -7.4965
O8 3.6759 1.7949 -7.9544
C23 2.2414 -0.0973 -7.9414
C24 1.1622 -0.7986 -7.3869
H19 -0.8264 -1.7176 -6.0024
H20 0.0208 1.5146 -5.2275
H21 1.9177 2.7884 -6.1022
H22 3.8268 2.5302 -7.3513
H23 2.7762 -0.4987 -8.7906
H24 0.8836 -1.7272 -7.8682
O9 -6.5772 -0.8492 -6.3539
C25 -5.7814 -0.6084 -5.2726
C26 -6.3585 -0.6347 -3.9989
C27 -5.5612 -0.2896 -2.9022
C28 -4.2181 -0.0688 -3.0643
O10 -3.5177 0.3207 -1.9353
C29 -3.6803 0.0339 -4.3266
C30 -4.4552 -0.2209 -5.4668
H25 -7.5183 -0.7007 -6.2595
H26 -7.3851 -0.9458 -3.8670
H27 -6.0075 -0.3978 -1.9208
H28 -2.5446 0.1321 -1.9334
H29 -2.6403 0.3404 -4.3291
H30 -3.9939 -0.2351 -6.4430
C31 -6.4796 -6.3453 -6.9030
O11 -6.2606 -5.2983 -5.9737
C32 -5.8107 -4.1031 -6.6213
C33 -4.3846 -4.2509 -7.1410
N1 -3.4753 -4.8619 -6.1591
C34 -3.4366 -4.1696 -4.8906
C35 -2.8981 -4.9650 -3.7081
O12 -2.1058 -4.2294 -2.8033
C36 -2.8645 -3.5708 -1.7856
H31 -5.5068 -6.6772 -7.2848
H32 -7.2154 -6.0857 -7.6628
H33 -6.7844 -7.2516 -6.3757
H34 -5.8596 -3.3101 -5.8801
H35 -6.5357 -3.8675 -7.4056
H36 -3.9598 -3.2842 -7.4204
H37 -4.3552 -4.8720 -8.0359
H38 -3.7886 -5.8196 -6.0482
H39 -4.4069 -3.6957 -4.6709
H40 -2.8753 -3.2278 -4.9915
H41 -2.1711 -5.6273 -4.1896
H42 -3.7008 -5.5500 -3.2552
H43 -3.7628 -3.0430 -2.1217
H44 -2.2020 -2.7818 -1.4421
H45 -3.1552 -4.2957 -1.0252
C37 1.5451 3.1384 -0.0436
O13 0.4864 2.5758 -0.7779
C38 0.9439 1.8091 -1.8743
C39 -0.2518 0.9848 -2.3901
N2 -0.7400 0.0490 -1.3922
C40 0.1081 -1.1163 -1.2847
C41 0.0349 -1.7209 0.1346
O14 0.3335 -0.6724 1.0391
C42 -0.0290 -1.0393 2.3652
H46 2.3933 2.4483 0.0334
H47 1.3319 3.4229 0.9874
H48 1.8725 4.0736 -0.5211
H49 1.8220 1.1988 -1.6295
H50 1.3753 2.4678 -2.6408
H51 -0.0551 0.5322 -3.3615
H52 -1.0372 1.7132 -2.6142
H53 -0.7083 0.4973 -0.4771
H54 1.1691 -0.8325 -1.2897
H55 -0.0446 -1.8991 -2.0290
H56 0.8342 -2.4725 0.1763
H57 -0.9160 -2.2127 0.3575
H58 -1.1148 -1.1683 2.3658
H59 0.2328 -0.1873 2.9967
H60 0.5056 -1.9135 2.7484
C43 -0.4467 -2.9190 11.3682
O15 -0.1299 -2.6702 10.0157
C44 -0.3221 -3.7749 9.1701
C45 0.8174 -3.6728 8.1279
N3 0.5383 -2.7740 6.9826
C46 1.7531 -2.2853 6.2842
C47 1.3799 -0.9332 5.7523
O16 1.0279 -0.1361 6.8531
C48 1.0027 1.2628 6.6122
H61 -1.4426 -3.3668 11.4633
H62 -0.5288 -1.9870 11.9273
H63 0.3162 -3.5580 11.8209
H64 -1.2870 -3.8056 8.6490
H65 -0.2808 -4.8090 9.5292
H66 1.1502 -4.6166 7.6927
H67 1.6449 -3.2205 8.6833
H68 0.1847 -1.9236 7.4151
H69 2.1617 -2.9616 5.5316
H70 2.5636 -2.1854 7.0206
H71 0.5989 -1.0712 4.9918
H72 2.1428 -0.4799 5.1030
H73 0.3555 1.5489 5.7824
H74 2.0398 1.5566 6.4002
H75 0.7657 1.7294 7.5655
C49 3.7211 -1.0137 -3.8871
O17 4.1647 -2.2509 -3.3566
C50 3.2601 -2.7756 -2.4090
C51 3.9136 -3.8946 -1.6404
N4 5.0370 -3.3478 -0.8543
C52 6.2843 -4.1281 -0.9121
C53 7.4193 -3.3816 -0.2346
O18 7.5576 -1.9952 -0.5272
C54 7.8142 -1.7910 -1.8980
H76 3.6253 -0.2883 -3.0723
H77 2.8517 -1.0932 -4.5415
H78 4.5286 -0.5841 -4.4840
H79 2.4383 -3.2397 -2.9700
H80 2.9234 -2.0005 -1.7139
H81 4.3970 -4.6569 -2.2707
H82 3.2484 -4.4426 -0.9696
H83 5.2432 -2.4452 -1.2650
H84 6.4149 -4.2433 -1.9964
H85 6.2533 -5.1045 -0.4288
H86 8.3836 -3.8505 -0.4708
H87 7.3713 -3.4688 0.8507
H88 7.0351 -2.2014 -2.5416
H89 8.8225 -2.1191 -2.1823
H90 7.9090 -0.7234 -2.1144
C55 3.6121 6.3083 -1.9429
O19 4.0631 5.6314 -0.7967
C56 3.9020 6.4280 0.3620
C57 4.4082 5.7461 1.6447
N5 3.7132 4.4755 1.7976
C58 4.2229 3.6395 2.8784
C59 3.4577 2.3267 3.0557
O20 3.9683 1.3806 2.1409
C60 3.1115 0.2942 1.8396
H91 2.5333 6.1926 -2.1046
H92 4.0052 5.7389 -2.7908
H93 3.9284 7.3453 -2.0568
H94 2.8510 6.7227 0.4372
H95 4.5482 7.3122 0.2991
H96 4.3137 6.4628 2.4597
H97 5.4706 5.5204 1.4678
H98 3.8638 4.0133 0.9048
H99 4.1713 4.2295 3.7974
H100 5.2835 3.4211 2.6939
H101 2.3866 2.4743 2.8926
H102 3.6973 1.9520 4.0561
H103 3.4442 -0.2790 0.9849
H104 2.0782 0.6480 1.7014
H105 2.9435 -0.2751 2.7645
O21 -1.4582 3.7360 -4.1486
C61 -1.6114 4.3441 -3.1351
O22 -0.8361 5.3760 -2.7612
C62 -1.0477 5.6972 -1.3978
C63 -2.3129 4.9280 -1.0564
O23 -2.4147 3.9839 -2.1056
H106 -0.1977 5.3109 -0.8273
H107 -1.0973 6.7668 -1.2054
H108 -3.1939 5.5784 -1.0087
H109 -2.3640 4.4431 -0.0812

Output
Calculated total energy in Eh: -4469.9491
E_HOMO in eV: -7.3844
Multiplicity: 1
LUMO in eV: 0.37